Here is a cluster of 13 separate species, C43H113O40P9 in total in a non-equilibrium geometry from the Open Molecules 2025 dataset. Energies are from ωB97M-V/def2-TZVPD.

Geometry as XYZ:
```
205
Properties=species:S:1:pos:R:3:forces:R:3
C 2.30603 -1.41041 6.10917 -0.64 0.69 0.73
H 3.32376 7.65671 2.14641 0.33 -0.04 0.47
C -4.43888 6.95365 -2.14163 -0.98 -0.04 0.00
H -1.55378 -3.05322 -5.40927 0.44 0.69 0.46
H 5.35420 -2.19714 -5.20240 -0.19 -0.33 0.62
H 2.46134 4.69709 -0.40723 0.41 -0.17 -0.14
H -0.38905 8.19590 -1.60795 -0.24 -0.42 -0.47
H 1.15366 6.84037 3.70932 0.22 -0.83 0.32
O -1.89356 -4.06762 -2.80218 -0.33 -0.09 -0.23
C -1.73366 -3.92383 -5.99887 -0.36 -0.30 -0.92
H 0.67537 -2.47761 2.90791 0.52 -0.70 0.49
H -2.33643 -1.42534 -2.38959 0.34 -0.25 -1.12
H 3.11470 5.49677 -1.95114 0.21 -0.36 -0.04
C -4.55901 -3.10960 0.22275 0.31 -0.24 0.05
O -3.88616 5.62621 -2.15748 -0.14 0.70 -0.63
H -2.26384 3.71211 -3.65745 -0.11 0.25 0.26
H 5.48194 -0.67594 -2.39807 -0.30 0.53 -0.50
H 0.91401 0.75142 1.05406 -0.25 0.08 -0.05
H -4.29280 2.71828 -3.61830 -0.10 0.28 -0.24
P 3.85827 -4.47513 2.82600 0.95 -0.62 0.50
H 0.90605 2.47039 0.77673 -0.53 0.22 -0.20
H 6.14946 -1.68341 -1.22610 -0.15 -0.57 0.13
C 0.22321 -1.53207 2.75045 -0.50 1.55 -1.32
C 3.98861 1.35363 -1.22648 -0.03 1.00 0.87
H 6.07517 -3.77490 4.67997 -1.01 0.00 0.06
H 4.89275 -3.22070 5.88513 -0.29 0.24 0.42
H 4.69641 1.29606 2.99450 0.37 0.30 0.13
O 0.26935 -4.60024 -4.06143 1.14 -0.31 0.22
H -1.23592 -4.93652 4.57045 0.01 -0.28 -0.69
H 0.42203 5.71794 4.91411 0.11 -0.03 -0.05
C -0.64434 5.98516 3.00141 0.33 -0.93 0.19
H 0.02855 -5.62010 -0.08090 -0.18 0.90 -0.25
C -1.78413 1.29053 4.80393 -1.67 0.38 -0.02
O -2.02117 0.25393 2.17233 -1.07 -0.24 1.26
H -1.33363 -2.23220 -1.15894 -0.02 0.30 0.11
O 3.48957 8.45330 0.23602 -0.69 0.11 1.13
H 6.08327 1.99088 3.93102 0.05 0.81 0.11
H -2.72605 -3.78142 -6.43487 0.22 -0.17 -0.26
H -0.65062 1.43252 0.48096 0.97 0.53 0.09
C 0.63246 5.86645 3.85456 -0.46 1.36 -0.10
O -2.10422 -6.41106 3.29344 1.07 -0.07 -1.22
C -0.66544 -4.75877 0.05450 0.39 -1.22 0.80
C 2.80903 8.41854 1.59340 0.56 -0.30 -2.50
O 2.23512 1.80038 6.39118 0.69 -0.48 -0.35
O -0.92704 -1.43758 3.57857 -2.50 0.06 0.81
H -2.76475 -1.09830 -0.83153 0.53 0.00 0.65
H -5.19953 7.00763 -1.32584 0.10 -0.07 -1.02
O 5.15575 -4.50701 2.12460 -1.12 0.31 -0.19
C 1.32737 4.72882 3.17699 1.56 0.10 -1.30
H -4.49214 -2.18138 -5.10668 0.15 -0.35 -0.27
H 0.99873 -4.45480 -2.10845 0.33 -0.80 -0.59
C -1.53228 3.89675 -2.86130 -0.36 1.00 -1.04
C 6.37652 -2.43129 -3.30074 2.11 0.33 1.25
H 1.76461 -7.33615 3.41158 0.09 -0.09 -0.58
H -3.58141 0.68372 0.88941 -0.29 0.00 0.44
H -2.24801 2.07765 4.15412 0.67 -0.61 0.49
H 2.56328 -6.39982 4.66246 -0.03 -0.27 0.35
H -7.49697 -1.18695 -3.51834 -0.37 0.36 0.40
H -1.89975 1.61743 5.84044 0.20 -0.14 -0.17
H 2.16560 -4.26373 -3.38283 0.48 0.29 -0.40
H 2.39898 -1.45340 1.84053 0.40 -0.01 -0.31
C 5.30385 -2.82373 -4.28015 -0.21 0.30 -1.26
H 6.97322 -3.24764 -2.86484 -0.77 -0.39 -0.12
H -0.75826 4.54310 1.40589 -0.33 0.19 0.16
H 4.30259 -3.43631 -1.74307 0.04 0.31 -0.05
C -2.06883 -7.10403 -2.36761 0.98 -0.37 -1.08
O 1.07036 0.07216 -2.95332 -0.10 1.14 0.13
H -5.45427 -3.51179 -4.37305 -0.72 0.13 -0.03
C -3.21200 0.95624 -3.60679 -0.18 -1.42 1.43
H 3.46890 0.24192 0.59828 -0.24 -0.54 0.11
C -4.48571 1.67791 -3.87246 0.03 0.21 -0.65
H -5.23672 3.67373 0.96456 -0.45 0.39 0.47
H -0.90364 3.02509 -2.90694 0.60 -0.07 0.42
C -2.18217 -5.21161 4.06980 0.32 -0.53 1.03
O 4.04787 -4.34626 4.40447 -0.10 0.02 0.41
H -8.29652 -0.81090 -1.84777 -0.05 0.40 -0.77
O -2.16717 3.97519 -1.58974 -0.65 0.58 0.84
P 2.88428 0.96216 5.15774 0.70 0.41 1.31
C -7.96769 -1.54375 -2.59189 1.27 -0.19 1.11
H 3.61891 2.61081 7.81834 -0.56 -0.13 -0.21
H -2.74978 2.05238 1.47228 0.90 1.57 0.05
C 2.09670 -6.34662 3.68484 -0.61 1.05 1.72
H -5.04149 3.85865 -0.82257 -1.09 -0.42 -0.45
H -4.95025 -7.50283 1.67481 -0.56 0.63 0.30
H 1.62252 -5.91573 -3.09450 -0.33 -0.10 0.16
C 5.61058 -1.71667 -2.17355 0.50 -0.42 0.11
C -1.88608 -1.33610 -1.43065 0.50 1.64 0.38
O -1.78824 -5.09781 -5.19985 -0.32 -0.49 0.87
H -2.36618 -6.45407 -1.57944 -0.40 0.44 0.57
O 4.05691 -2.56697 -3.63041 -0.24 -0.26 -0.35
C 5.25567 2.15433 -1.43520 1.20 0.31 -0.41
C 2.29665 5.35078 -1.25740 -0.46 1.21 0.66
H 3.32532 0.86187 7.93693 -0.41 0.41 0.07
O 1.13684 4.97424 1.75248 1.24 0.52 1.06
H -3.03536 0.21883 -6.22254 -0.11 -0.55 -0.26
H -0.19256 -3.77701 -0.09666 -0.11 -0.38 0.63
H -5.33974 -2.62608 0.82759 -0.13 -0.17 -0.71
P 2.64708 8.01510 -1.02241 -1.28 0.70 -0.08
H -1.48867 -4.85948 -0.62734 -0.33 0.17 -0.32
H 1.79765 8.08795 1.40778 -0.38 0.18 0.33
P -5.47676 -1.86657 -1.77083 -1.53 -0.45 0.43
H -0.95499 -4.06609 -6.76535 -0.39 0.23 0.27
H -3.67024 -2.49234 0.36501 -0.02 -0.42 0.06
H 4.06275 -2.01845 1.35533 -0.24 -0.02 -0.03
O -4.82452 -3.20659 -1.24356 0.05 0.84 1.15
O -7.01934 -2.37732 -1.87261 0.94 0.59 -0.08
P 0.56183 -0.10475 -1.47974 -0.10 -0.62 -0.01
H 6.90742 2.23598 0.05155 -0.22 0.46 0.14
H -3.84407 1.20661 2.60271 -0.21 0.22 -0.05
H -1.02108 4.86070 -3.08743 0.04 -0.83 0.15
C 6.23301 1.51741 -0.41150 -0.87 1.28 0.96
H -1.49913 -7.94317 -1.98384 -0.57 -0.31 0.26
H -2.90719 -7.39135 -3.01344 0.20 -0.06 0.30
H 1.35494 -0.53522 -4.87559 0.01 0.09 0.29
H -3.84320 -3.28404 -3.80306 0.02 0.40 -0.24
H 5.32342 -3.86750 -4.62312 0.21 0.09 0.28
H -8.75688 -2.21084 -2.81106 -1.00 -0.50 -0.41
P -1.81883 -6.38972 1.70751 -1.86 1.61 1.25
H 0.82590 8.80162 -2.90764 -0.30 -0.62 -0.62
C -3.13209 1.13406 1.78765 0.03 -2.58 -0.46
H 6.92527 0.80119 -0.78645 0.03 -1.16 -0.66
O -1.88857 6.42086 -0.73833 0.10 0.74 -0.11
C -4.58073 3.69040 0.12459 1.81 0.81 -1.00
O -5.10048 -1.71393 -3.29101 0.25 0.20 0.14
H 2.40218 4.59582 3.35510 -0.04 0.62 -0.09
C -0.17479 5.45235 1.65407 -2.00 -1.23 -1.21
C 1.33189 -4.87075 -3.09406 -0.96 1.20 0.60
H 1.21066 -5.67686 3.84386 0.68 -0.38 -0.70
H -0.73446 1.13500 4.55067 -0.18 -0.37 -0.06
H -5.14040 2.34202 -5.88533 0.28 -0.58 0.19
C 4.01930 1.10493 0.27715 0.28 0.84 -0.19
O 5.39874 0.95191 0.64116 0.22 -0.01 -0.70
O 1.97965 6.64791 -0.66918 -0.58 -0.85 0.40
H 7.23420 -1.81806 -3.64808 -0.92 0.08 -0.48
H -3.28895 -0.15378 -3.65138 -0.46 0.48 -0.06
H 0.02786 -1.45212 1.66502 -0.43 -0.10 0.38
H 5.58967 0.37153 4.17371 0.47 -1.09 0.06
O -3.30023 -6.34826 1.05728 0.46 0.96 0.54
C 4.28048 -2.44505 -2.23287 -0.50 0.83 0.38
P -2.40908 -0.81535 3.37440 2.17 1.32 -0.89
C 5.23154 1.34411 3.94929 -1.30 -0.65 -0.35
C -4.71240 -2.74492 -4.20671 0.79 -0.11 0.55
C 3.00492 -2.27986 1.46301 -0.54 -0.93 -0.68
C -3.20657 1.20825 -5.83623 0.73 1.41 1.11
O 3.36505 -0.42702 5.81510 -1.16 -0.21 -0.35
H -2.82733 -5.48831 4.90906 -0.39 0.53 -0.39
H -4.78699 7.04664 -3.17577 -0.48 0.50 0.58
H -2.49920 -4.41136 3.43396 -0.54 0.69 0.16
H 5.65106 2.08079 -2.45453 -0.06 -0.28 0.08
H 0.96953 3.74970 3.40400 -1.06 -0.78 0.42
O -1.04283 -6.46227 -3.17978 -0.67 0.36 -0.39
O 2.83863 -3.31427 2.47140 0.29 -0.43 0.13
O 1.18424 -1.26351 -0.80982 -0.28 0.02 0.13
H 1.95908 2.02782 8.44684 1.47 -0.28 -0.99
O -2.38078 1.36830 -4.63199 0.43 0.15 -1.26
H -2.87085 1.14973 -2.58053 0.58 0.35 -0.50
O 1.36556 9.03894 -0.96679 1.85 -1.07 0.55
H 1.39224 5.03346 -1.75268 -0.16 -0.20 -0.36
H 2.31413 -1.55638 7.22786 -0.03 0.01 -1.23
H 0.83006 -0.65719 2.99548 0.33 -0.51 0.12
C 2.83969 1.83479 7.74125 -0.94 -0.28 -0.19
H -5.23688 0.57010 -5.62023 -0.47 -0.10 0.14
O 4.30895 1.68695 5.00580 -0.95 0.21 -0.05
O 0.90210 1.32958 -0.94231 -0.31 0.19 0.57
H -5.26376 1.35774 -3.23896 -1.21 -0.57 0.57
O -5.21722 -0.65856 -0.95051 -0.23 -0.67 -1.00
C 0.91336 -0.89735 -3.94334 -0.69 -1.28 -0.99
H 5.14447 3.25448 -1.31175 -0.15 -0.74 0.47
P -2.81649 5.35397 -1.06507 0.29 -3.08 1.49
O 3.08800 -5.84647 2.82150 -0.19 0.15 -1.64
C -4.09506 -7.53188 1.03191 0.95 -0.78 -0.53
H -1.06157 6.98054 2.90799 -0.15 0.05 0.33
H -3.53040 -8.41370 1.34310 0.23 0.12 -0.09
O 1.97571 0.81935 3.99923 0.74 0.53 0.83
H -4.36486 -7.67331 -0.00794 -0.39 -0.11 -0.07
C -4.68024 1.46676 -5.38508 0.77 0.55 -0.18
C 0.33214 8.91650 -1.95947 0.42 2.34 1.02
C 0.45879 1.53720 0.43594 0.12 -0.64 0.06
H 4.92788 -2.52418 4.21994 0.02 0.58 0.30
H -4.03243 2.74243 0.07811 0.08 0.50 -0.04
O -1.02109 -0.08550 -1.42517 -0.83 -1.58 -0.21
H 3.98318 0.47453 -1.81756 0.03 -1.02 -0.35
H 1.40786 -1.82985 -3.66368 0.07 0.04 0.00
H -2.77731 1.95302 -6.50355 -0.31 -0.12 -0.34
O 3.38817 7.94688 -2.27390 0.45 0.42 -0.43
H 2.52085 -2.33869 5.58071 0.13 0.11 0.08
P -1.21137 -4.98926 -3.72220 0.60 -0.21 0.00
H 2.88769 9.42555 1.96279 -0.05 0.12 0.38
H -0.44537 6.09645 0.80792 1.19 0.18 0.23
H -0.08021 9.96243 -1.93003 -0.16 -1.14 -0.32
C 5.02518 -3.40908 4.83808 1.32 -0.27 -0.82
H -3.73040 7.73969 -1.90413 0.53 -0.19 -0.18
H -4.43158 -4.13272 0.57687 0.21 0.16 -0.20
H 1.27414 -1.05568 5.79412 1.30 -0.24 0.30
H 3.10669 1.90525 -1.47455 -0.48 0.36 -0.27
H 3.58673 1.99385 0.78794 0.24 -0.34 -0.08
O -3.54260 -1.68573 3.05921 0.38 -0.08 0.38
O -3.67774 4.86988 0.21604 0.51 -0.67 -0.02
H 2.55574 -2.66622 0.50377 0.64 0.64 0.96
O -1.12519 -7.54174 1.20656 1.47 -1.46 -0.47
H -1.35324 5.24132 3.36984 -0.41 0.54 0.21
O -1.18655 -4.93642 1.43509 -0.39 -0.52 -0.50
O -2.67448 0.09880 4.69911 1.49 -0.18 -1.42
H -0.15736 -1.12945 -4.15316 0.53 0.31 0.27
H 3.43866 -1.82676 -1.85067 0.43 -0.61 0.03
```
Forces are in eV/Å.

## Properties
E_HOMO in eV: -9.191
LUMO level in eV: 0.47
Relative energy (zero: lowest compared OMol25 entry of this formula, charge and spin) in kJ/mol: 0.0
Total charge: 0
HOMO-LUMO gap in eV: 9.7
2S+1: 1